Entry from OMol25: one molecule with the formula C28H37BrN4O4 (ωB97M-V/def2-TZVPD).

The value obtained for the highest occupied orbital energy is -8.276 eV. As for the molar mass: 573.53 Da. As for the energy: -4183.20439 a.u. The structure (SMILES) is CCN(CC)CCN1C(=O)[C@H]2[C@@H](C(=O)Nc3ccc(Br)cc3)[C@@H]3C=C[C@]2(O3)[C@H]1C(=O)NC1CCCCC1.

Structure (XYZ):
```
74
Properties=species:S:1:pos:R:3:mulliken_charge:R:1
Br -8.96 0.51 -1.15 -0.2140
O 3.45 -0.63 0.56 -0.7356
O -3.46 -3.03 1.30 -0.6853
O -0.03 -2.40 1.28 -0.4319
O -1.88 1.16 1.56 -0.8953
N -3.74 -0.80 1.64 0.0039
N 1.61 -1.28 -0.61 0.2346
N 0.28 0.59 1.15 0.3526
N 1.94 3.68 -0.08 0.5388
C -7.32 0.07 -0.29 0.1220
C 3.32 4.11 -0.20 -0.7162
C -4.94 -0.56 0.97 0.3496
C -1.83 -1.95 2.65 0.0905
C -5.28 0.77 0.73 -0.4208
C -7.00 -1.25 -0.06 -0.6638
C -5.81 -1.57 0.57 -0.2745
C 0.41 5.09 -1.38 -1.2605
C -0.85 -0.76 2.68 -0.2515
C 2.36 -3.35 -4.27 -0.6405
C 0.94 -2.34 3.35 -1.0277
C 3.96 4.63 1.10 -1.0369
C 0.48 -1.45 2.21 1.0703
C 0.59 1.69 0.27 -0.9332
C -6.47 1.09 0.10 -0.6699
C -3.09 -1.98 1.76 -0.0160
C 0.98 4.77 0.00 -0.6549
C 1.31 -0.34 1.60 -0.0472
C 2.31 -1.83 -1.75 -0.4907
C 2.20 -3.36 -1.77 -0.5825
C -0.86 -3.09 2.19 0.1125
C 1.74 -1.25 -3.05 -0.5800
C 2.25 -0.79 0.46 -0.1380
C 0.08 -3.35 3.35 -1.0859
C 2.93 -3.93 -2.98 -0.8222
C 2.47 -1.82 -4.25 -0.8509
C -0.92 0.43 1.73 0.7164
C 1.72 2.58 0.82 -1.0475
H 0.00 -4.18 4.02 0.5087
H 4.98 4.96 0.89 0.4109
H -4.60 1.55 1.04 0.4170
H 1.45 2.91 1.84 0.0505
H 1.74 -2.10 4.02 0.5536
H -3.24 0.05 1.89 0.2564
H 0.89 1.31 -0.71 -0.2264
H 3.99 -3.69 -2.91 0.3434
H 3.90 3.25 -0.56 0.4098
H 3.36 -1.54 -1.64 0.3898
H 2.90 -3.75 -5.13 0.3313
H 2.63 1.99 0.87 0.7671
H 1.94 0.12 2.37 0.2134
H 2.05 -1.41 -5.17 0.3858
H -5.55 -2.60 0.74 0.4923
H 4.01 3.84 1.84 0.2404
H 3.40 5.46 1.50 0.2722
H -7.67 -2.04 -0.37 0.4094
H 0.68 -1.49 -3.11 0.3207
H 3.52 -1.54 -4.21 0.3516
H -2.21 -2.15 3.66 0.4697
H -0.07 4.22 -1.80 0.2617
H 1.31 -3.63 -4.37 0.3224
H 1.43 5.67 0.43 0.4083
H -0.77 -0.35 3.69 0.1480
H -6.73 2.12 -0.08 0.4036
H 2.62 -3.76 -0.84 0.3971
H 1.15 -3.64 -1.80 0.2739
H -0.33 2.27 0.16 0.7694
H 3.36 4.89 -0.96 0.3757
H 0.63 -1.51 -0.52 0.3351
H 0.16 4.47 0.66 0.4087
H -0.32 5.90 -1.31 0.4374
H 1.20 5.40 -2.05 0.2782
H 2.83 -5.02 -2.99 0.3612
H -1.36 -3.93 1.73 0.6983
H 1.84 -0.16 -3.03 0.3354
```



Entry from OMol25: one molecule with the formula C3H5ClFN3 (ωB97M-V/def2-TZVPD).

The value obtained for the highest occupied orbital energy is -8.242 eV. As for the molar mass: 137.55 Da. As for the energy: -841.56673 a.u. The structure (SMILES) is N/N=C\N/C=C(\F)Cl.

Structure (XYZ):
```
13
Properties=species:S:1:pos:R:3:mulliken_charge:R:1
Cl 1.69 -0.84 3.73 -0.1588
F -0.57 -0.66 2.51 -0.2236
N -1.49 0.26 -1.44 -0.5270
N -0.59 0.49 -2.49 -0.5360
N 0.39 0.01 -0.03 -0.1747
C 0.74 -0.52 2.34 0.4161
C 1.16 -0.29 1.09 -0.2879
C -0.94 0.10 -0.27 0.0795
H -1.08 0.07 -3.25 0.2887
H 0.87 0.13 -0.90 0.2847
H -0.76 1.45 -2.75 0.2111
H 2.24 -0.26 0.88 0.2814
H -1.65 0.06 0.57 0.3465
```



Entry from OMol25: one molecule with the formula C16H30O4 (ωB97M-V/def2-TZVPD).

The value obtained for the highest occupied orbital energy is -10.167 eV. As for the molar mass: 286.41 Da. As for the energy: -928.65761 a.u. The structure (SMILES) is CCCCOC(=O)CCCCCCC(=O)OCCCC.

Structure (XYZ):
```
50
Properties=species:S:1:pos:R:3:mulliken_charge:R:1
O 1.57 -0.57 -0.59 -0.1035
O -2.73 -1.49 0.31 -0.6098
O -1.77 0.53 0.09 -0.1970
O 2.93 -1.84 -1.84 -0.6121
C 5.16 0.69 2.59 -1.2839
C 1.85 -1.63 -1.36 0.4170
C -1.47 3.79 2.96 -1.3252
C -2.59 -0.45 -0.29 0.3710
C -1.86 2.44 2.38 -0.3305
C 4.42 1.05 1.30 -0.3430
C 0.63 -2.50 -1.54 -0.6945
C -1.01 0.32 1.29 -0.3313
C -3.34 -0.06 -1.54 -0.3427
C -1.68 -2.62 -2.56 -0.7307
C 2.62 0.36 -0.32 -1.0268
C 3.36 0.00 0.96 -0.3415
C -0.42 -1.76 -2.39 -0.3857
C -0.64 1.67 1.88 -0.5421
C -3.85 -1.25 -2.35 -0.8696
C -2.81 -1.89 -3.28 -0.7451
H 2.13 1.33 -0.24 0.3525
H -2.71 0.60 -2.15 0.3628
H 2.64 -0.07 1.78 0.2491
H -2.40 -1.12 -3.94 0.3434
H 0.00 -1.53 -3.37 0.3877
H -0.13 2.26 1.11 0.2448
H 3.31 0.37 -1.17 0.4756
H 5.13 1.12 0.48 0.3012
H 4.47 0.63 3.42 0.3189
H -2.37 1.85 3.14 0.3297
H -2.02 -2.95 -1.58 0.3158
H -4.21 -2.01 -1.65 0.3250
H 3.94 2.02 1.42 0.3046
H -0.79 3.67 3.80 0.3303
H 5.66 -0.27 2.48 0.3215
H -3.35 -2.60 -3.91 0.3262
H -4.19 0.54 -1.20 0.3938
H -0.12 -0.25 1.03 0.0207
H 5.91 1.45 2.81 0.3856
H -2.55 2.58 1.55 0.2430
H -0.98 4.41 2.21 0.3233
H 0.06 1.51 2.70 0.4154
H 3.83 -0.97 0.83 0.3508
H -2.35 4.33 3.31 0.3869
H -1.62 -0.27 1.99 0.3866
H 0.20 -2.72 -0.57 0.3272
H -1.40 -3.51 -3.13 0.5771
H 0.93 -3.42 -2.03 0.4115
H -0.67 -0.82 -1.89 0.1044
H -4.70 -0.92 -2.95 0.4121
```



Entry from OMol25: C25H27ClN3OSiTc as an isolated structure (ωB97M-V/def2-TZVPD).

As for the net charge: +1. The value obtained for the highest occupied orbital energy (alpha / beta) is -10.520 / -11.022 eV. As for the molar mass: 547.05 Da. As for the energy: -2038.69297 a.u. As for the spin multiplicity: 4.

Structure (XYZ):
```
59
Properties=species:S:1:pos:R:3:lowdin_spin:R:1
Tc 0.07 0.04 0.04 2.5592
Cl -0.42 -3.91 -0.17 -0.0005
Si -0.56 2.93 0.19 0.0182
O 0.13 -1.12 1.63 0.1276
N -0.15 1.68 -1.03 0.1222
N 3.56 -2.15 -0.43 0.0083
N 1.76 -0.93 -0.55 0.0188
C -1.43 -1.13 -0.99 -0.0529
C -2.22 3.69 -0.24 0.0032
C -0.21 0.94 -3.33 0.0221
C -0.17 1.19 -4.69 -0.0015
C -0.81 1.95 1.81 0.0178
C -3.62 -3.17 2.07 -0.0097
C 0.96 -2.00 3.66 0.0104
C -1.81 -3.13 0.50 -0.0088
C -2.52 -3.79 1.49 0.0026
C 3.29 -2.59 3.83 0.0142
C 2.56 -1.61 0.29 0.0236
C -4.00 -1.90 1.66 0.0019
C -3.30 -1.26 0.66 -0.0068
C 2.40 -1.82 1.72 0.0153
C -0.02 3.28 -2.89 0.0184
C -0.06 2.49 -5.16 0.0209
C 2.30 -1.04 -1.82 0.0082
C 3.41 -1.80 -1.75 0.0096
C 0.01 3.53 -4.25 -0.0021
C 0.90 4.08 0.47 0.0037
C 2.02 -2.47 4.40 0.0014
C -2.18 -1.85 0.05 0.0067
C 3.47 -2.29 2.50 0.0012
C -0.13 1.98 -2.39 0.0138
C 1.14 -1.62 2.31 0.0087
H -0.02 2.70 -6.23 0.0012
H 1.86 -0.55 -2.67 0.0009
H 1.83 3.52 0.48 0.0000
H -0.95 -1.81 -1.70 0.0062
H -2.57 4.33 0.58 0.0004
H 4.12 -2.93 4.43 0.0007
H -2.18 4.30 -1.14 0.0002
H -3.62 -0.28 0.31 -0.0002
H -1.49 1.09 1.73 0.0022
H -2.21 -4.78 1.79 0.0003
H -2.97 2.91 -0.40 0.0001
H -4.85 -1.42 2.13 0.0003
H 4.10 -2.11 -2.52 0.0005
H 4.27 -2.74 -0.05 0.0002
H 4.46 -2.39 2.07 -0.0002
H 0.05 4.12 -2.20 0.0009
H -1.28 2.63 2.52 0.0042
H 0.10 4.56 -4.59 -0.0006
H -2.06 -0.42 -1.52 0.0013
H -0.34 -0.08 -2.98 0.0035
H -0.25 0.37 -5.39 -0.0005
H 1.87 -2.73 5.44 -0.0003
H 0.13 1.62 2.28 0.0025
H 0.99 4.85 -0.30 0.0001
H -0.03 -1.89 4.09 0.0005
H -4.17 -3.68 2.84 -0.0006
H 0.81 4.60 1.43 0.0004
```